Below is a cluster of 6 separate species, C26H39ClN9O in total at a distorted geometry, with properties calculated with wB97M-V/def2-TZVPD.

Values from the calculation:
E_HOMO	-0.350	hartree
charge	+1
gap between HOMO and LUMO	5.78	eV
E_LUMO	-0.1375	Ha
E_tot	-55565.7526	eV

Each atom is followed by the atoms it is bonded to, with distances in Å.
Positions of all 76 atoms, in Å:
1 N 3.137 -2.460 1.363  C2 1.260, H13 1.022
2 C 1.886 -2.338 1.442  N1 1.260, C3 1.510, H14 1.094
3 C 1.338 -1.190 2.256  C2 1.510, N4 1.474, H15 1.085, H16 1.090
4 N 0.942 -0.101 1.344  C3 1.474, C5 1.316, H17 1.013
5 C -0.215 0.522 1.278  N4 1.316, N6 1.374, N8 1.350
6 N -0.390 1.514 0.345  C5 1.374, O7 1.396, H18 1.017
7 O -1.005 2.676 0.815  N6 1.396, H19 0.971
8 N -1.258 0.239 2.087  C5 1.350, C9 1.499, H20 1.017
9 C -1.855 -1.135 2.102  N8 1.499, C10 1.520, H21 1.091, H22 1.091
10 C -3.340 -1.060 1.785  C9 1.520, C11 1.532, H23 1.092, H24 1.092
11 C -4.130 -0.217 2.790  C10 1.532, Cl12 1.781, H25 1.087, H26 1.090
12 Cl -5.462 0.666 2.003  C11 1.781
13 H 3.397 -3.230 0.744  N1 1.022
14 H 1.170 -2.971 0.911  C2 1.094
15 H 0.491 -1.473 2.872  C3 1.085
16 H 2.134 -0.810 2.896  C3 1.090
17 H 1.661 0.176 0.686  N4 1.013
18 H 0.434 1.755 -0.200  N6 1.017
19 H -0.512 2.976 1.596  O7 0.971
20 H -1.982 0.927 1.891  N8 1.017
21 H -1.339 -1.753 1.365  C9 1.091
22 H -1.698 -1.587 3.083  C9 1.091
23 H -3.494 -0.703 0.765  C10 1.092
24 H -3.720 -2.083 1.819  C10 1.092
25 H -4.579 -0.844 3.556  C11 1.087
26 H -3.518 0.527 3.300  C11 1.090
27 N 6.044 -0.971 0.682  C28 1.369, C31 1.369, H32 1.005
28 C 6.822 -0.078 1.368  N27 1.369, C29 1.370, H33 1.077
29 C 7.982 0.096 0.660  C28 1.370, C30 1.422, H34 1.077
30 C 7.898 -0.714 -0.506  C29 1.422, C31 1.369, H35 1.077
31 C 6.696 -1.368 -0.454  N27 1.369, C30 1.369, H36 1.078
32 H 5.128 -1.291 0.946  N27 1.005
33 H 6.492 0.354 2.297  C28 1.077
34 H 8.799 0.740 0.940  C29 1.077
35 H 8.631 -0.799 -1.291  C30 1.077
36 H 6.240 -2.070 -1.133  C31 1.078
37 N -5.992 0.806 -1.415  C38 1.369, C41 1.368, H42 1.004
38 C -6.240 -0.267 -2.226  N37 1.369, C39 1.369, H43 1.077
39 C -6.562 0.209 -3.468  C38 1.369, C40 1.422, H44 1.077
40 C -6.507 1.628 -3.403  C39 1.422, C41 1.370, H45 1.078
41 C -6.154 1.965 -2.123  N37 1.368, C40 1.370, H46 1.078
42 H -5.731 0.755 -0.446  N37 1.004
43 H -6.175 -1.276 -1.854  C38 1.077
44 H -6.815 -0.389 -4.327  C39 1.077
45 H -6.705 2.310 -4.214  C40 1.078
46 H -5.994 2.921 -1.652  C41 1.078
47 N 4.693 0.371 -2.692  C48 1.367, C51 1.368, H52 1.006
48 C 4.417 -0.455 -3.746  N47 1.367, C49 1.370, H53 1.077
49 C 3.656 0.246 -4.643  C48 1.370, C50 1.421, H54 1.077
50 C 3.468 1.550 -4.110  C49 1.421, C51 1.371, H55 1.077
51 C 4.123 1.596 -2.907  N47 1.368, C50 1.371, H56 1.077
52 H 5.232 0.113 -1.882  N47 1.006
53 H 4.790 -1.465 -3.775  C48 1.077
54 H 3.286 -0.127 -5.583  C49 1.077
55 H 2.930 2.364 -4.567  C50 1.077
56 H 4.242 2.397 -2.197  C51 1.077
57 N 4.885 -6.547 3.334  C58 1.367, C61 1.368, H62 1.003
58 C 6.106 -6.331 3.909  N57 1.367, C59 1.368, H63 1.076
59 C 6.526 -5.078 3.552  C58 1.368, C60 1.421, H64 1.077
60 C 5.516 -4.514 2.727  C59 1.421, C61 1.372, H65 1.078
61 C 4.515 -5.445 2.612  N57 1.368, C60 1.372, H66 1.077
62 H 4.349 -7.390 3.423  N57 1.003
63 H 6.574 -7.084 4.520  C58 1.076
64 H 7.454 -4.617 3.843  C59 1.077
65 H 5.539 -3.537 2.274  C60 1.078
66 H 3.579 -5.430 2.080  C61 1.077
67 N -7.691 5.018 -2.504  C68 1.368, C71 1.368, H72 1.003
68 C -8.056 4.995 -1.185  N67 1.368, C69 1.369, H73 1.077
69 C -8.602 6.213 -0.880  C68 1.369, C70 1.422, H74 1.077
70 C -8.571 7.000 -2.063  C69 1.422, C71 1.369, H75 1.077
71 C -8.006 6.233 -3.047  N67 1.368, C70 1.369, H76 1.076
72 H -7.273 4.254 -3.002  N67 1.003
73 H -7.910 4.115 -0.582  C68 1.077
74 H -8.990 6.506 0.082  C69 1.077
75 H -8.926 8.010 -2.178  C70 1.077
76 H -7.804 6.450 -4.082  C71 1.076